No. 1
Computed, not measured: C22H47HfNOP2Si as an isolated structure in a non-equilibrium geometry, with ωB97M-V/def2-TZVPD.

total energy: -2016.68923 Ha
energy relative to the best compared isomer or geometry (same formula, charge and spin): 0.000 eV
max |F|: 0.062 Eh/bohr
LUMO energy: 0.13 eV

Positions of all 75 atoms, in Å:
1 Hf 0.068 -0.890 0.170
2 Si -1.364 -2.363 -1.522
3 P 1.079 -3.304 0.736
4 N 1.647 -0.690 -0.981
5 H -0.726 -1.624 4.302
6 C 2.184 -3.302 2.181
7 H 2.483 -4.322 2.462
8 H 1.668 -2.832 3.028
9 H 3.082 -2.711 1.962
10 C -0.167 -4.540 1.252
11 H 0.334 -5.470 1.554
12 H -0.863 -4.749 0.430
13 H -0.742 -4.147 2.102
14 C 2.063 -4.117 -0.572
15 H 2.427 -5.099 -0.236
16 H 2.915 -3.472 -0.827
17 H 1.447 -4.232 -1.472
18 C -3.084 -2.820 -0.863
19 H -3.617 -1.936 -0.486
20 H -3.005 -3.572 -0.067
21 H -3.646 -3.245 -1.707
22 H -1.710 -1.700 -2.828
23 H -0.865 -3.715 -1.927
24 C 2.483 -0.637 -2.022
25 C 4.602 0.130 -2.980
26 C 3.777 -0.044 -1.879
27 C 2.114 -1.133 -3.311
28 C 2.953 -0.959 -4.404
29 C 4.195 -0.316 -4.249
30 H 5.575 0.613 -2.850
31 H 4.060 0.282 -0.877
32 H 1.140 -1.628 -3.401
33 H 2.654 -1.327 -5.387
34 H 4.846 -0.176 -5.112
35 C -1.153 -1.138 3.421
36 O -0.374 -1.134 2.163
37 C -1.326 0.321 3.815
38 H -1.821 0.399 4.786
39 H -1.926 0.876 3.078
40 H -0.359 0.819 3.890
41 C -2.497 -1.835 3.193
42 H -2.746 -2.390 4.107
43 H -2.486 -2.544 2.360
44 H -3.292 -1.096 3.014
45 C 1.315 2.502 2.015
46 C -0.058 2.884 1.449
47 C -0.093 4.385 1.124
48 P -0.583 1.738 0.093
49 C -2.440 1.797 0.093
50 C -3.063 3.148 0.454
51 C -3.055 1.246 -1.198
52 C 0.072 2.470 -1.492
53 C -0.693 3.670 -2.046
54 C 1.578 2.749 -1.407
55 H 2.121 2.670 1.289
56 H 1.359 1.455 2.343
57 H 1.518 3.135 2.891
58 H -0.810 2.691 2.235
59 H 0.687 4.682 0.412
60 H -1.067 4.732 0.758
61 H 0.105 4.926 2.061
62 H -2.690 1.096 0.914
63 H -2.860 3.914 -0.307
64 H -4.153 3.015 0.500
65 H -2.742 3.518 1.435
66 H -2.639 0.279 -1.512
67 H -4.130 1.094 -1.020
68 H -2.954 1.948 -2.035
69 H -0.065 1.626 -2.195
70 H -0.636 4.546 -1.390
71 H -0.216 3.948 -2.996
72 H -1.743 3.452 -2.263
73 H 2.135 1.919 -0.953
74 H 1.961 2.858 -2.431
75 H 1.814 3.678 -0.869

---

No. 2
Computed, not measured: one molecule with the formula C22H47N3, with ωB97M-V/def2-TZVPD.

total energy: -1030.74366 Ha
energy relative to the best compared isomer or geometry (same formula, charge and spin): 0.000 eV
SMILES: CCCC[C@@H](CNC)NC[C@H](NCCCCC1CCCCC1)C(C)C
max |F|: 0.012 Eh/bohr
LUMO energy: 0.89 eV

Positions of all 72 atoms, in Å:
1 C 2.389 2.094 -2.161
2 C 1.259 2.529 -1.237
3 C -0.109 2.236 -1.849
4 C -1.272 2.744 -0.998
5 C -1.554 1.857 0.223
6 C -2.593 2.518 1.157
7 N -3.926 2.432 0.588
8 C -4.952 2.947 1.470
9 N -1.960 0.547 -0.247
10 C -2.079 -0.474 0.777
11 C -2.516 -1.810 0.150
12 N -1.589 -2.260 -0.877
13 C -0.632 -3.280 -0.516
14 C 0.446 -2.911 0.518
15 C 1.414 -1.844 0.014
16 C 2.450 -1.485 1.078
17 C 3.520 -0.504 0.586
18 C 4.540 -1.189 -0.324
19 C 5.600 -0.203 -0.806
20 C 6.315 0.439 0.378
21 C 5.306 1.128 1.291
22 C 4.252 0.134 1.769
23 C -3.924 -1.744 -0.489
24 C -4.356 -3.159 -0.870
25 C -4.969 -1.100 0.419
26 H 2.319 2.609 -3.117
27 H 2.340 1.023 -2.348
28 H 3.356 2.325 -1.720
29 H 1.353 2.012 -0.280
30 H 1.345 3.601 -1.042
31 H -0.157 2.713 -2.831
32 H -0.228 1.161 -1.992
33 H -1.062 3.763 -0.664
34 H -2.170 2.769 -1.620
35 H -0.627 1.734 0.797
36 H -2.284 3.556 1.370
37 H -2.615 1.984 2.112
38 H -3.949 2.946 -0.289
39 H -5.918 2.873 0.971
40 H -4.788 3.994 1.769
41 H -4.979 2.335 2.372
42 H -2.857 0.647 -0.713
43 H -1.091 -0.594 1.233
44 H -2.781 -0.209 1.580
45 H -2.549 -2.560 0.951
46 H -1.137 -1.450 -1.285
47 H -1.200 -4.136 -0.137
48 H -0.137 -3.593 -1.441
49 H 1.008 -3.817 0.759
50 H -0.034 -2.571 1.438
51 H 0.860 -0.944 -0.264
52 H 1.913 -2.218 -0.883
53 H 1.929 -1.043 1.932
54 H 2.937 -2.397 1.431
55 H 3.027 0.292 0.019
56 H 4.038 -1.630 -1.187
57 H 5.025 -1.998 0.229
58 H 6.323 -0.720 -1.442
59 H 5.125 0.574 -1.409
60 H 7.052 1.162 0.022
61 H 6.846 -0.331 0.942
62 H 5.819 1.567 2.150
63 H 4.817 1.938 0.744
64 H 4.732 -0.649 2.360
65 H 3.534 0.645 2.415
66 H -3.840 -1.162 -1.412
67 H -4.508 -3.763 0.023
68 H -3.588 -3.624 -1.481
69 H -5.287 -3.137 -1.432
70 H -4.783 -0.039 0.559
71 H -4.980 -1.589 1.392
72 H -5.957 -1.211 -0.025

---

No. 3
Computed, not measured: a 3-piece molecular cluster, C22H47N9O2P2 overall in a non-equilibrium geometry, with ωB97M-V/def2-TZVPD.

total energy: -2192.17959 Ha
SMILES: CN(C)P(=O)(N(C)C)N(C)C.CN(C)P(=O)(N(C)C)N(C)C.CNCc1cnc2ccccc2n1
max |F|: 0.156 Eh/bohr
LUMO energy: -0.62 eV

Positions of all 82 atoms, in Å:
1 C -1.319 2.475 4.542
2 N -1.517 1.478 3.521
3 C -2.744 1.705 2.763
4 P -0.601 0.109 3.070
5 O -0.005 0.784 1.833
6 N 0.937 -0.011 3.859
7 C 1.321 0.621 5.104
8 C 2.116 -0.010 2.987
9 N -1.305 -0.791 4.389
10 C -2.102 -0.351 5.513
11 C -0.735 -2.123 4.614
12 H -2.165 2.489 5.241
13 H -1.238 3.480 4.108
14 H -0.431 2.337 5.149
15 H -3.518 0.982 3.053
16 H -2.571 1.600 1.687
17 H -3.150 2.706 2.923
18 H 1.551 1.684 4.970
19 H 2.223 0.149 5.509
20 H 0.573 0.501 5.888
21 H 2.367 1.007 2.654
22 H 1.959 -0.633 2.106
23 H 2.991 -0.419 3.501
24 H -1.521 0.224 6.239
25 H -2.527 -1.200 6.056
26 H -2.969 0.232 5.199
27 H 0.127 -2.082 5.288
28 H -0.406 -2.559 3.669
29 H -1.465 -2.817 5.039
30 C -4.119 -2.264 -1.690
31 N -4.266 -0.867 -2.012
32 C -5.663 -0.484 -2.160
33 P -3.114 0.375 -2.258
34 O -3.346 1.007 -0.882
35 N -1.487 -0.072 -1.884
36 C -0.952 -1.415 -1.820
37 C -0.820 0.712 -0.835
38 N -2.856 -0.198 -3.889
39 C -3.282 -1.417 -4.540
40 C -1.763 0.454 -4.616
41 H -4.573 -2.892 -2.467
42 H -4.614 -2.509 -0.741
43 H -3.094 -2.604 -1.591
44 H -5.915 -0.340 -3.220
45 H -5.873 0.452 -1.634
46 H -6.344 -1.237 -1.758
47 H -1.231 -1.924 -0.890
48 H 0.144 -1.392 -1.853
49 H -1.239 -2.027 -2.677
50 H -1.137 0.394 0.156
51 H -1.032 1.777 -0.941
52 H 0.265 0.611 -0.884
53 H -2.755 -2.299 -4.166
54 H -3.098 -1.377 -5.618
55 H -4.358 -1.575 -4.454
56 H -0.806 -0.049 -4.438
57 H -1.663 1.494 -4.298
58 H -1.940 0.474 -5.694
59 C 2.734 2.857 -3.033
60 N 1.778 2.796 -1.897
61 C 2.411 2.289 -0.639
62 C 3.532 1.222 -0.986
63 C 4.969 1.480 -0.656
64 N 6.028 0.663 -0.920
65 C 5.563 -0.481 -1.567
66 C 6.599 -1.517 -1.952
67 C 6.233 -2.764 -2.627
68 C 4.797 -3.066 -2.944
69 C 3.790 -2.084 -2.581
70 C 4.156 -0.797 -1.880
71 N 3.109 0.072 -1.580
72 H 2.262 3.534 -3.812
73 H 3.704 3.326 -2.711
74 H 2.884 1.866 -3.562
75 H 1.073 2.102 -2.181
76 H 2.783 3.107 0.038
77 H 1.611 1.692 -0.104
78 H 5.207 2.461 -0.153
79 H 7.693 -1.350 -1.753
80 H 6.990 -3.536 -2.924
81 H 4.450 -3.988 -3.476
82 H 2.704 -2.258 -2.819

---

No. 4
Computed, not measured: a 9-piece molecular cluster, C22H48BF4N5O3 overall in a non-equilibrium geometry, with ωB97M-V/def2-TZVPD.

total energy: -1790.66313 Ha
energy relative to the best compared isomer or geometry (same formula, charge and spin): 0.781 eV
max |F|: 0.255 Eh/bohr
LUMO energy: -0.45 eV

Positions of all 83 atoms, in Å:
1 C 76.481 52.605 58.179
2 C 76.230 54.015 57.766
3 C 74.990 54.606 58.703
4 N 74.695 56.060 58.496
5 C 74.476 56.244 57.077
6 C 75.906 56.857 59.007
7 C 75.321 58.215 59.386
8 C 73.807 58.013 59.520
9 C 73.605 56.458 59.400
10 H 77.340 52.088 57.551
11 H 75.584 52.068 58.135
12 H 76.683 52.354 59.003
13 H 75.922 54.054 56.671
14 H 77.200 54.600 58.102
15 H 75.156 54.851 59.734
16 H 74.087 54.193 58.306
17 H 74.121 57.460 56.752
18 H 73.618 55.754 56.608
19 H 75.331 56.035 56.513
20 H 76.677 57.053 58.356
21 H 76.362 56.272 59.795
22 H 75.627 58.946 58.567
23 H 75.936 58.422 60.427
24 H 73.278 58.517 58.544
25 H 73.294 58.523 60.344
26 H 72.531 56.208 58.950
27 H 73.753 56.064 60.323
28 B 71.674 60.214 55.787
29 F 70.716 59.367 56.289
30 F 72.075 61.080 56.757
31 F 72.773 59.540 55.320
32 F 71.106 61.001 54.821
33 C 75.311 58.466 53.187
34 C 76.092 58.380 54.486
35 N 76.740 58.292 55.487
36 H 74.925 57.366 52.859
37 H 74.484 59.318 53.249
38 H 75.886 58.697 52.422
39 C 75.034 61.968 57.814
40 C 75.643 62.188 59.071
41 N 76.107 62.456 60.144
42 H 75.658 61.745 56.996
43 H 74.511 61.091 57.931
44 H 74.328 62.819 57.658
45 C 70.929 56.913 54.171
46 C 72.011 55.949 53.827
47 N 72.895 55.193 53.606
48 H 70.739 57.717 53.498
49 H 70.031 56.222 54.036
50 H 70.808 57.329 55.192
51 C 70.240 59.914 59.711
52 C 69.297 61.033 60.211
53 N 68.683 61.888 60.561
54 H 70.708 59.399 60.456
55 H 69.475 59.472 59.185
56 H 70.978 60.133 59.005
57 C 65.824 59.962 56.030
58 C 67.278 59.823 55.657
59 O 67.987 60.351 56.753
60 H 65.310 60.095 55.091
61 H 65.392 60.741 56.506
62 H 65.614 59.183 56.679
63 H 67.353 60.456 54.615
64 H 67.510 58.814 55.356
65 H 68.888 60.323 56.709
66 C 71.827 65.983 55.862
67 C 72.139 64.557 55.636
68 O 71.727 63.733 56.740
69 H 72.213 66.597 55.120
70 H 72.401 66.407 56.721
71 H 70.809 66.165 56.044
72 H 73.279 64.354 55.508
73 H 71.441 64.246 54.843
74 H 71.769 62.657 56.507
75 C 73.178 61.764 50.478
76 C 72.807 61.745 51.963
77 O 72.450 60.417 52.312
78 H 73.167 62.955 50.432
79 H 72.352 61.420 49.710
80 H 74.147 61.276 50.432
81 H 71.845 62.440 52.014
82 H 73.558 62.469 52.484
83 H 72.234 60.566 53.267

---

No. 5
Computed, not measured: a 7-piece molecular cluster, C22H48Br10O6 overall in a non-equilibrium geometry, with ωB97M-V/def2-TZVPD.

total energy: -27058.48972 Ha
energy relative to the best compared isomer or geometry (same formula, charge and spin): 0.000 eV
SMILES: COCCOCCOC.COCCOCCOC.BrCCBr.BrCCBr.BrCCBr.BrCCBr.BrCCBr
max |F|: 0.044 Eh/bohr
LUMO energy: 0.33 eV

Positions of all 86 atoms, in Å:
1 C 14.824 10.603 12.955
2 O 13.682 10.195 12.233
3 C 13.853 9.987 10.856
4 C 12.611 9.558 10.177
5 O 11.739 10.667 10.114
6 C 10.397 10.401 9.796
7 C 10.187 10.226 8.349
8 O 10.960 9.138 7.843
9 C 10.257 7.896 7.932
10 H 15.480 9.760 13.143
11 H 14.409 10.789 13.941
12 H 15.315 11.463 12.459
13 H 14.661 9.258 10.685
14 H 14.263 10.889 10.365
15 H 12.234 8.744 10.817
16 H 12.715 9.119 9.190
17 H 9.786 11.259 10.104
18 H 10.024 9.520 10.323
19 H 10.515 11.095 7.785
20 H 9.125 10.220 8.205
21 H 9.238 7.895 7.505
22 H 10.037 7.731 8.996
23 H 10.837 7.155 7.405
24 C 17.699 16.010 12.812
25 O 18.944 16.461 12.354
26 C 19.082 17.864 12.278
27 C 20.448 18.273 11.737
28 O 20.510 19.687 11.760
29 C 20.022 20.335 10.596
30 C 21.137 20.914 9.740
31 O 21.852 19.908 9.038
32 C 23.075 19.471 9.601
33 H 17.434 16.445 13.793
34 H 17.747 14.927 12.866
35 H 16.903 16.310 12.131
36 H 18.888 18.241 13.273
37 H 18.287 18.330 11.675
38 H 20.629 17.901 10.717
39 H 21.241 17.829 12.357
40 H 19.271 21.078 10.871
41 H 19.440 19.608 10.003
42 H 21.804 21.488 10.415
43 H 20.770 21.619 8.993
44 H 22.909 18.606 10.249
45 H 23.636 20.275 10.097
46 H 23.658 19.130 8.729
47 Br 18.098 12.070 11.281
48 C 17.319 12.446 9.584
49 C 18.367 13.229 8.760
50 Br 17.625 13.669 7.095
51 H 16.407 13.024 9.629
52 H 17.026 11.487 9.148
53 H 19.284 12.684 8.608
54 H 18.673 14.116 9.303
55 Br 14.189 16.499 17.931
56 C 13.300 14.793 17.870
57 C 13.034 14.399 16.486
58 Br 12.296 12.665 16.319
59 H 12.392 14.822 18.461
60 H 13.953 14.059 18.331
61 H 13.966 14.353 15.929
62 H 12.330 15.134 16.084
63 Br 9.773 17.204 6.497
64 C 11.418 17.992 7.068
65 C 12.365 16.853 7.349
66 Br 14.017 17.604 7.865
67 H 11.195 18.542 7.971
68 H 11.832 18.605 6.271
69 H 12.490 16.251 6.452
70 H 12.019 16.165 8.122
71 Br 14.777 14.951 10.478
72 C 13.091 14.062 10.322
73 C 12.749 13.440 11.658
74 Br 12.253 14.754 12.948
75 H 13.240 13.201 9.656
76 H 12.292 14.741 10.056
77 H 13.591 12.847 11.983
78 H 11.904 12.774 11.548
79 Br 9.421 13.904 9.132
80 C 8.942 14.617 10.870
81 C 8.688 16.098 10.803
82 Br 10.292 17.065 10.381
83 H 9.728 14.296 11.552
84 H 8.069 14.046 11.129
85 H 8.256 16.502 11.720
86 H 8.022 16.367 9.995

---

No. 6
Computed, not measured: C22H48BrMnNO8PSeSi as an isolated structure in a non-equilibrium geometry, with ωB97M-V/def2-TZVPD.

total energy: -8281.02435 Ha
max |F|: 0.079 Eh/bohr
LUMO energy (spin up / spin down): -4.58 / -1.43 eV
spin multiplicity: 5

Positions of all 84 atoms, in Å:
1 Mn -0.251 1.013 3.436
2 C -2.974 3.684 5.702
3 C -1.885 2.793 5.469
4 N -1.121 1.932 5.232
5 H -2.545 4.604 6.137
6 H -3.717 3.240 6.375
7 H -3.359 3.945 4.673
8 C -3.789 0.454 -1.786
9 C -3.385 -1.017 -1.306
10 C -3.407 -0.791 0.261
11 C -4.650 -1.919 -1.565
12 Si -1.676 -1.549 -2.156
13 Br -0.390 0.316 -2.510
14 C -1.898 -2.102 -3.992
15 C -0.699 -1.991 -4.982
16 C -2.589 -3.431 -4.331
17 C -2.796 -0.982 -4.545
18 C -0.591 -2.718 -1.060
19 C 0.746 -3.045 -1.805
20 C -0.206 -1.890 0.188
21 C -1.354 -3.980 -0.579
22 H -4.901 0.547 -1.989
23 H -3.336 0.680 -2.719
24 H -3.533 1.199 -1.033
25 H -4.398 -0.366 0.492
26 H -2.718 0.003 0.634
27 H -3.237 -1.768 0.786
28 H -5.544 -1.402 -1.861
29 H -4.815 -2.606 -0.731
30 H -4.475 -2.558 -2.442
31 H 0.109 -2.719 -4.813
32 H -0.174 -1.024 -4.824
33 H -0.988 -2.114 -6.019
34 H -1.925 -4.340 -4.316
35 H -3.035 -3.373 -5.371
36 H -3.443 -3.560 -3.622
37 H -2.322 -0.037 -4.292
38 H -3.824 -1.009 -4.190
39 H -2.838 -0.999 -5.666
40 H 1.424 -2.133 -1.844
41 H 0.614 -3.377 -2.853
42 H 1.305 -3.845 -1.271
43 H 0.666 -1.287 0.015
44 H 0.046 -2.589 1.033
45 H -1.052 -1.345 0.635
46 H -1.971 -4.422 -1.383
47 H -2.038 -3.707 0.286
48 H -0.590 -4.691 -0.359
49 C 5.477 -0.605 1.208
50 C 4.758 -0.430 2.526
51 C 3.814 -1.508 2.966
52 C 5.721 -0.157 3.637
53 O 4.024 0.837 2.437
54 P 2.621 1.031 1.699
55 O 2.367 0.172 0.500
56 O 1.584 0.688 2.847
57 O 2.527 2.562 1.449
58 C 2.348 3.470 0.285
59 C 1.549 2.812 -0.825
60 C 1.699 4.660 0.933
61 C 3.779 3.741 -0.229
62 H 6.103 -1.511 1.228
63 H 6.078 0.284 1.146
64 H 4.723 -0.538 0.419
65 H 4.416 -2.379 3.213
66 H 3.183 -1.808 2.148
67 H 3.114 -1.244 3.796
68 H 6.138 -1.138 3.940
69 H 5.308 0.490 4.441
70 H 6.605 0.372 3.255
71 H 0.579 2.562 -0.562
72 H 2.038 1.836 -1.095
73 H 1.370 3.397 -1.688
74 H 0.734 4.321 1.267
75 H 1.605 5.471 0.226
76 H 2.370 5.016 1.723
77 H 4.222 2.787 -0.510
78 H 4.338 4.288 0.509
79 H 3.715 4.269 -1.225
80 O -3.215 3.336 2.597
81 Se -1.899 2.620 1.737
82 O -1.870 0.901 2.364
83 O -0.383 3.049 2.355
84 O -2.008 2.624 0.148